Here is a structure of composition C51H60BMgN11O4 from the OMol25 dataset. Energies are from wB97M-V/def2-TZVPD.

Structure (XYZ):
```
128
Properties=species:S:1:pos:R:3:forces:R:3:lowdin_charge:R:1
Mg 0.408887 -1.447665 -1.608199 0.090 -0.045 0.303 0.68
O 0.480074 -0.142630 0.623555 -0.120 -0.205 0.107 0.12
O 1.685160 -0.696807 2.506614 -0.442 -0.285 0.164 -0.03
O 3.323806 -2.591571 3.207165 -0.011 -0.039 -0.008 0.10
O 4.717336 -3.947069 2.141301 -0.013 0.036 0.008 0.08
N 2.356411 -1.452684 -0.925687 0.151 0.140 0.504 0.02
N 2.190308 -2.673050 -4.053011 0.158 0.087 0.098 0.11
N -0.771310 1.031199 -3.823636 -0.015 0.045 0.029 0.14
N -1.392162 -2.496144 -0.697073 0.166 0.150 0.091 0.00
N -4.242220 -3.127157 -0.423527 -0.079 0.023 -0.102 0.20
N 3.423317 -2.175953 -1.369376 -0.159 -0.064 -0.164 0.04
N 0.578402 -0.936788 -3.496611 -0.077 0.043 -0.557 0.06
N -1.522576 0.140783 -1.725782 0.075 0.013 -0.218 0.08
N -0.923207 0.940269 2.508955 -0.299 -0.162 0.113 0.13
N 0.879457 2.111215 1.681054 -0.344 0.394 0.176 0.13
N 0.859468 -3.522620 -2.238556 0.167 -0.184 -0.257 0.05
C 3.471635 -0.329856 -5.661857 0.004 -0.023 -0.036 -0.02
C -3.013618 1.341333 -3.223751 -0.015 0.029 0.008 -0.02
C 3.188428 2.338303 0.966691 0.169 -0.068 0.045 -0.12
C -2.182486 -2.995199 -1.805112 -0.016 -0.113 -0.030 -0.22
C 3.882439 -3.071129 2.097065 0.058 -0.010 -0.027 -0.52
C 0.153078 4.421227 -0.253524 -0.112 -0.086 0.076 -0.35
C -0.622127 2.025256 3.355061 0.228 0.109 0.001 -0.06
C -4.333675 3.282510 1.509326 0.020 -0.038 0.024 -0.06
C 2.201522 -4.976758 -3.624856 0.011 0.009 -0.042 -0.02
C -4.580313 0.358882 2.202322 0.011 -0.069 0.143 -0.05
C -3.375522 1.039229 2.359849 -0.170 0.114 0.074 -0.11
C 3.767327 0.850833 -6.310489 0.002 -0.011 0.009 -0.09
C 1.853733 2.722824 0.816115 0.012 0.002 0.061 -0.07
C -3.847858 2.905124 3.925220 0.051 -0.027 0.014 -0.05
C -3.414396 2.559948 2.493571 -0.105 -0.075 -0.094 -0.36
C 1.029731 -5.886879 -1.763252 0.006 -0.059 -0.031 -0.09
C 3.760579 3.622837 -0.992125 -0.018 0.014 0.070 -0.06
C -2.260806 -1.113517 2.660411 0.063 0.105 0.145 -0.13
C 2.911472 1.966844 -6.218585 -0.009 -0.007 0.013 -0.10
C 0.584283 -4.620791 -1.503858 -0.030 0.053 0.063 -0.18
C -1.113096 -1.896472 3.261353 -0.023 -0.071 -0.031 -0.35
C -2.527446 0.224493 -0.823277 0.103 0.237 0.087 -0.21
C 0.362380 0.336918 -3.954505 -0.078 -0.081 -0.049 -0.29
C -3.663824 -2.666213 -1.741010 0.042 0.027 -0.220 -0.11
C -0.810122 -3.216743 2.557530 0.145 0.102 -0.043 -0.05
C 1.864907 -6.065782 -2.881383 -0.026 0.037 0.015 -0.08
C 2.457930 4.086998 -1.056796 0.059 0.011 0.040 -0.04
C 2.306453 -0.383345 -4.896035 0.020 0.065 0.022 -0.12
C -4.023708 1.302539 -2.319800 0.021 -0.007 -0.031 -0.09
C 1.533859 -0.853044 1.263204 0.127 -0.116 -0.021 -0.39
C -2.191631 0.284906 2.520077 0.109 0.027 0.009 -0.09
C 1.750439 1.915781 -5.476496 -0.016 0.029 -0.051 -0.02
C 1.713818 -1.425869 -4.093793 -0.150 -0.119 -0.038 -0.31
C 1.483625 3.683882 -0.145661 0.055 0.006 -0.070 -0.11
C 4.711194 0.493872 1.824209 -0.065 0.052 -0.036 -0.05
C -3.486501 -1.751721 2.463130 0.034 0.052 -0.020 -0.09
C -1.711656 0.799273 -2.926937 0.045 0.027 0.109 -0.35
C 2.372398 -1.601570 0.437893 0.162 0.080 -0.209 -0.18
C -4.642800 -1.026403 2.217497 0.025 0.083 0.030 -0.10
C -1.071771 3.543416 -0.474261 -0.011 -0.048 -0.097 -0.04
C 1.707528 -3.677440 -3.299597 -0.084 0.011 -0.002 -0.36
C 4.043889 -2.821176 -0.378788 0.035 -0.002 0.044 0.00
C -1.423374 -2.128590 4.747996 0.043 -0.017 -0.076 -0.03
C 3.438254 -2.500810 0.809027 -0.052 -0.012 0.009 -0.07
C -3.770389 0.747909 -1.041902 -0.084 0.098 -0.067 -0.12
C -0.083701 5.407282 0.897348 0.086 0.003 -0.089 -0.05
C 3.653517 1.545365 2.171578 0.047 0.052 0.060 -0.35
C 4.208556 2.518485 3.220516 -0.062 -0.028 -0.007 -0.05
C 4.128308 2.789131 0.044677 0.025 -0.016 -0.069 -0.03
C 0.434487 2.700576 2.870659 -0.096 -0.098 -0.101 -0.04
C 1.454138 0.728749 -4.805310 0.006 -0.039 0.033 -0.11
B 0.119661 0.912206 1.503274 0.294 0.045 -0.187 -0.60
H -1.260197 2.890366 0.375779 -0.028 -0.072 0.070 0.06
H -3.132357 1.786058 -4.201953 0.003 0.005 0.006 0.11
H -1.806618 -2.553161 -2.730887 0.028 -0.057 -0.023 0.13
H 4.116438 -1.196143 -5.739730 0.008 0.011 0.012 0.11
H 1.083443 2.765787 -5.407096 0.008 -0.001 0.001 0.11
H -3.543956 -2.825874 2.603350 -0.009 -0.061 0.107 0.11
H -0.373355 4.894893 1.811800 -0.001 -0.067 0.096 0.05
H 5.093929 3.032306 2.838486 0.000 0.025 0.011 0.08
H -2.318383 -2.743771 4.877324 0.007 -0.001 0.004 0.08
H -0.218333 -1.288370 3.208043 0.128 0.065 -0.027 0.11
H -5.383897 3.014285 1.641163 -0.007 -0.023 -0.006 0.07
H -4.045673 3.088580 0.481623 0.015 -0.063 -0.178 0.06
H 0.755361 -6.709872 -1.118902 0.020 0.026 0.032 0.09
H -3.838182 -1.591582 -1.797943 -0.040 -0.063 0.045 0.10
H -5.262157 -3.139798 -0.441544 0.044 0.020 -0.024 0.17
H -3.967371 -2.490107 0.340868 0.109 0.145 0.107 0.10
H -4.896399 2.634793 4.073882 0.007 0.010 0.005 0.08
H -1.593460 -2.877952 0.218899 0.082 -0.124 -0.202 0.06
H 2.242526 -7.047962 -3.136482 0.012 0.008 -0.008 0.10
H -0.893730 6.089967 0.629103 0.003 -0.010 0.015 0.08
H 4.488179 1.977835 4.127181 0.022 0.006 -0.008 0.08
H -0.467056 -3.049942 1.530753 0.146 -0.040 0.295 0.05
H -1.586876 -1.179867 5.262428 -0.006 -0.019 -0.009 0.09
H 0.808304 6.003898 1.098463 -0.014 -0.020 0.013 0.08
H 5.695656 0.949590 1.694337 0.015 -0.003 -0.012 0.08
H -2.414102 2.949584 2.325100 0.035 -0.032 0.035 0.10
H 0.001198 -3.727565 3.077838 -0.010 -0.031 -0.039 0.10
H 2.794936 1.040732 2.614689 0.184 0.081 -0.126 0.11
H 3.525595 -2.313872 -2.367609 0.005 0.028 -0.012 0.13
H -4.255782 4.358608 1.677470 -0.001 -0.023 0.013 0.09
H -4.507530 0.744947 -0.254653 0.018 0.079 -0.032 0.08
H 2.185979 4.794138 -1.831705 -0.015 -0.013 0.012 0.11
H -1.451020 -1.490852 -0.641417 -0.639 0.107 0.286 0.00
H 4.460005 -0.033186 0.902543 0.030 0.011 0.072 0.08
H -1.956242 4.169519 -0.619485 0.004 -0.012 -0.010 0.08
H -5.602502 -1.526858 2.141709 -0.021 0.000 -0.061 0.10
H -0.584600 -2.635719 5.227734 -0.015 0.011 0.001 0.09
H 2.710849 -1.831937 2.996762 -0.015 -0.011 0.035 0.06
H -0.940692 2.928889 -1.364452 -0.044 -0.093 -0.017 0.08
H -4.200596 -3.168062 -2.543793 -0.075 -0.068 0.063 0.13
H 4.489780 3.941277 -1.726296 -0.008 -0.002 -0.001 0.10
H 5.158617 2.471412 0.138435 0.007 -0.008 0.017 0.11
H 3.468401 3.275152 3.489771 0.018 0.004 0.013 0.07
H 2.853398 -5.041120 -4.484671 0.002 -0.021 0.011 0.11
H 4.893333 -3.462857 -0.543930 -0.014 0.001 -0.039 0.14
H 4.792418 -0.239708 2.627798 0.021 0.014 0.002 0.09
H 0.255507 5.034923 -1.151776 -0.004 -0.026 -0.025 0.12
H 0.935155 3.554779 3.293588 -0.004 0.018 0.008 0.13
H -4.998812 1.709452 -2.560602 0.012 0.010 -0.019 0.10
H -3.912639 -4.064525 -0.185341 -0.041 0.012 -0.015 0.17
H -0.029258 -4.451890 -0.626082 0.000 0.038 0.000 0.09
H -2.311670 -0.169292 0.170974 -0.033 0.034 -0.158 0.09
H -1.669721 -3.893475 2.546545 -0.033 -0.061 0.013 0.07
H -1.158226 2.188909 4.273701 -0.016 0.037 -0.050 0.12
H -2.022283 -4.073502 -1.892818 -0.033 -0.001 -0.008 0.12
H 3.175403 2.876762 -6.743201 -0.003 -0.002 0.001 0.09
H -3.264835 2.365616 4.671293 0.003 0.008 0.024 0.07
H 4.671185 0.927040 -6.901939 -0.006 -0.001 -0.007 0.09
H -5.496511 0.922724 2.082463 0.016 0.038 -0.005 0.11
H -3.740478 3.975051 4.112545 -0.015 -0.011 -0.020 0.09
```
Forces are in eV/Å.

The charge is 0. The calculation puts the HOMO energy (alpha / beta) at -4.8753 / -5.2817 eV. The value obtained for the max |F| is 0.7 eV/A. Its spin multiplicity is 1. As for the gap between HOMO and LUMO (alpha / beta): 3.591 / 3.993 eV. The value obtained for the LUMO energy (alpha / beta) is -0.0472 / -0.0474 Eh. As for the energy: -3107.8365 a.u.